The following is a DFT calculation (ωB97M-V/def2-TZVPD) of C5H8IN2OP3 as an isolated structure.

Calculated values
LUMO level	-0.2	eV
gap between HOMO and LUMO	0.3248	Eh
E	-1701.6567	hartree
energy relative to the best compared isomer or geometry (same formula, charge and spin)	0.9758	eV

Last column: Löwdin charge in e.
CARTESIAN COORDINATES (ANGSTROEM)
C 2.40 -0.67 1.01  -0.033
C 2.23 0.87 -0.90  -0.186
C 2.98 0.21 0.14  -0.665
C 0.95 -1.08 0.81  -0.447
C -1.49 -0.04 -0.15  -1.208
N 0.95 0.66 -0.85  -0.039
N 0.41 -0.29 -0.19  -0.075
O 0.34 -2.07 1.22  -0.076
P -1.43 1.53 0.73  0.760
P -1.92 0.16 -1.98  0.757
P -2.11 -1.53 0.73  0.771
I 5.10 0.49 0.06  0.820
H 2.97 -1.02 1.91  0.119
H 2.54 1.66 -1.49  0.075
H -0.64 2.00 -0.28  -0.144
H -2.63 2.06 0.00  -0.070
H -2.04 -1.33 -2.06  -0.093
H -3.29 0.23 -1.37  -0.083
H -3.39 -0.91 0.63  -0.107
H -1.92 -0.92 2.02  -0.077